{
  "formula": "C20H24N4O2",
  "method": "wB97M-V/def2-TZVPD",
  "species": ["C", "O", "C", "C", "C", "N", "C", "O", "C", "C", "C", "N", "C", "C", "C", "C", "N", "C", "N", "C", "C", "C", "C", "C", "C", "C", "H", "H", "H", "H", "H", "H", "H", "H", "H", "H", "H", "H", "H", "H", "H", "H", "H", "H", "H", "H", "H", "H", "H", "H"],
  "coordinates": [[2.045, 4.144, 3.214], [2.193, 3.322, 2.088], [1.459, 3.771, 0.974], [1.675, 2.806, -0.187], [1.136, 1.414, 0.145], [1.289, 0.507, -0.965], [1.968, -0.655, -0.888], [2.558, -1.029, 0.103], [1.899, -1.479, -2.169], [0.657, -2.381, -2.122], [-0.591, -1.574, -2.053], [-0.813, -0.516, -2.791], [-2.052, -0.059, -2.426], [-2.825, 1.017, -2.838], [-4.050, 1.164, -2.210], [-4.456, 0.264, -1.224], [-3.740, -0.770, -0.811], [-2.571, -0.903, -1.415], [-1.625, -1.866, -1.205], [-1.689, -2.867, -0.166], [-0.724, -2.538, 0.948], [0.265, -3.431, 1.335], [1.172, -3.084, 2.321], [1.099, -1.843, 2.925], [0.107, -0.952, 2.552], [-0.800, -1.298, 1.569], [2.393, 5.165, 3.012], [2.651, 3.704, 4.003], [0.998, 4.191, 3.539], [0.387, 3.825, 1.227], [1.789, 4.783, 0.689], [1.169, 3.200, -1.071], [2.743, 2.735, -0.394], [1.692, 0.993, 0.985], [0.076, 1.485, 0.418], [0.768, 0.704, -1.809], [1.846, -0.829, -3.042], [2.791, -2.103, -2.227], [0.725, -3.034, -1.253], [0.631, -2.998, -3.025], [-2.487, 1.697, -3.605], [-4.705, 1.978, -2.480], [-5.413, 0.381, -0.734], [-1.479, -3.855, -0.588], [-2.720, -2.849, 0.203], [0.327, -4.402, 0.863], [1.944, -3.782, 2.607], [1.817, -1.566, 3.681], [0.046, 0.018, 3.024], [-1.575, -0.605, 1.272]],
  "lowdin_charge": [-0.1180, -0.1919, -0.2555, -0.1486, -0.1843, 0.0744, -0.4992, 0.0647, -0.0847, -0.0817, -0.2810, 0.1546, -0.2138, -0.0009, -0.0769, -0.1528, 0.1354, -0.2461, 0.0484, -0.0733, -0.2169, -0.0561, -0.0769, -0.0820, -0.0824, -0.0370, 0.0878, 0.0883, 0.0882, 0.1245, 0.1234, 0.1152, 0.1225, 0.1157, 0.1226, 0.1165, 0.1127, 0.1217, 0.1027, 0.1290, 0.1112, 0.0966, 0.1014, 0.1315, 0.1296, 0.1118, 0.1056, 0.1059, 0.1060, 0.1119],
  "homo_lumo_gap_ha": 0.3478,
  "e_lumo_ev": 0.74,
  "e_above_lowest_ev": 1.119,
  "smiles": "COCCCNC(=O)CCc1nc2cccnc2n1Cc1ccccc1",
  "multiplicity": 1
}

{
  "formula": "C20H24N4O3",
  "method": "wB97M-V/def2-TZVPD",
  "species": ["C", "C", "O", "C", "C", "C", "C", "C", "O", "C", "C", "C", "O", "N", "C", "C", "N", "C", "N", "C", "C", "C", "N", "C", "C", "C", "C", "H", "H", "H", "H", "H", "H", "H", "H", "H", "H", "H", "H", "H", "H", "H", "H", "H", "H", "H", "H", "H", "H", "H", "H"],
  "coordinates": [[-3.367, -2.094, -5.642], [-3.248, -1.334, -4.352], [-3.741, -2.166, -3.429], [-3.628, -1.695, -2.005], [-3.109, -0.338, -1.462], [-2.970, -0.194, -0.134], [-3.487, -1.140, 0.885], [-3.540, -0.625, 2.054], [-4.424, -1.253, 3.041], [-2.791, 0.365, 2.580], [-1.323, 0.282, 2.483], [-0.502, 1.258, 1.952], [-1.265, 2.255, 1.543], [0.804, 1.274, 1.972], [1.540, 0.239, 2.134], [2.391, -0.193, 1.025], [3.255, 0.657, 0.380], [4.472, 0.837, 0.430], [5.095, 1.882, 0.072], [6.292, 2.315, -0.092], [7.013, 1.089, 0.613], [6.344, 0.024, 1.283], [5.096, -0.133, 0.886], [2.243, 2.041, 0.036], [1.482, 2.470, 1.394], [-4.136, -2.120, 0.211], [-4.091, -2.476, -1.109], [-2.982, -1.320, -6.588], [-4.250, -2.191, -5.819], [-2.855, -2.934, -5.722], [-3.714, -0.368, -4.218], [-2.182, -1.171, -4.054], [-2.732, 0.162, -2.264], [-2.483, 0.853, -0.001], [-2.971, 1.340, 2.176], [-3.040, 0.599, 3.858], [-1.201, -0.866, 1.943], [-0.657, -0.265, 3.495], [2.425, 0.485, 2.993], [1.219, -0.660, 2.657], [1.712, -0.953, 0.370], [3.119, -1.082, 1.281], [6.734, 3.064, -0.367], [8.132, 1.118, 0.757], [7.012, -0.932, 1.628], [1.512, 1.540, -0.753], [2.821, 2.842, -0.436], [2.234, 2.834, 2.070], [0.813, 3.108, 0.813], [-4.462, -2.935, 0.821], [-4.608, -3.494, -1.388]],
  "lowdin_charge": [-0.0155, -0.3372, -0.0606, -0.1149, 0.0333, 0.0152, -0.1954, -0.3312, -0.0825, -0.1991, -0.1484, -0.4313, -0.0409, -0.0662, -0.2854, -0.2434, 0.0141, -0.6115, 0.1081, 0.0453, -0.0356, -0.1276, 0.1086, 0.0340, -0.0390, 0.0118, -0.0594, 0.1739, -0.0358, 0.0320, 0.1197, 0.1314, 0.0585, 0.1533, 0.1165, 0.2317, 0.2031, 0.2125, 0.1955, 0.1280, 0.1672, 0.1537, 0.0067, 0.0722, 0.1526, 0.1464, 0.0865, 0.1247, 0.1194, 0.1275, 0.1774],
  "homo_lumo_gap_ha": 0.2671,
  "e_lumo_ev": -0.81,
  "e_above_lowest_ev": 20.833,
  "smiles": "CCOc1ccc(C(=O)CCC(=O)N2CCN(c3ncccn3)CC2)cc1",
  "multiplicity": 1
}

{
  "formula": "C20H24N4O3S",
  "method": "wB97M-V/def2-TZVPD",
  "species": ["C", "C", "C", "C", "C", "C", "N", "C", "S", "C", "C", "O", "C", "C", "C", "C", "C", "C", "N", "C", "C", "C", "O", "N", "C", "O", "N", "C", "H", "H", "H", "H", "H", "H", "H", "H", "H", "H", "H", "H", "H", "H", "H", "H", "H", "H", "H", "H", "H", "H", "H", "H"],
  "coordinates": [[-5.928, -0.047, 0.182], [-4.830, -0.632, -0.696], [-3.777, -1.359, 0.137], [-2.647, -1.906, -0.732], [-1.577, -2.654, 0.063], [-0.744, -1.744, 0.971], [-0.062, -0.721, 0.221], [0.956, -0.879, -0.645], [1.784, -2.367, -0.932], [3.187, -1.678, -1.864], [3.702, -0.336, -1.352], [4.083, 0.491, -2.146], [3.806, -0.147, 0.114], [3.751, 1.158, 0.604], [3.792, 1.399, 1.963], [3.911, 0.340, 2.850], [4.005, -0.956, 2.370], [3.951, -1.204, 1.010], [1.342, 0.248, -1.221], [0.533, 1.195, -0.704], [-0.362, 0.629, 0.197], [-1.304, 1.422, 0.923], [-2.113, 1.067, 1.757], [-1.182, 2.760, 0.553], [-0.317, 3.366, -0.344], [-0.338, 4.558, -0.539], [0.565, 2.523, -0.984], [1.500, 3.067, -1.948], [-6.660, 0.487, -0.421], [-5.502, 0.646, 0.903], [-6.441, -0.836, 0.727], [-4.349, 0.173, -1.257], [-5.267, -1.324, -1.421], [-3.382, -0.662, 0.876], [-4.249, -2.185, 0.675], [-2.183, -1.084, -1.284], [-3.068, -2.592, -1.471], [-0.902, -3.164, -0.629], [-2.050, -3.411, 0.690], [-1.377, -1.237, 1.701], [0.008, -2.344, 1.494], [3.980, -2.425, -1.804], [2.885, -1.557, -2.904], [3.663, 1.969, -0.101], [3.733, 2.412, 2.333], [3.940, 0.525, 3.913], [4.119, -1.780, 3.059], [4.041, -2.219, 0.655], [-1.814, 3.403, 1.019], [1.973, 3.954, -1.527], [0.973, 3.356, -2.858], [2.240, 2.303, -2.177]],
  "lowdin_charge": [-0.1134, -0.2705, -0.2260, -0.2022, -0.1773, -0.1300, 0.0025, -0.5775, 1.0206, -0.3434, -0.4520, 0.0846, -0.1856, -0.0165, -0.0652, -0.0770, -0.0722, -0.0586, 0.1521, -0.1986, -0.0588, -0.3978, 0.0619, 0.2125, -0.4765, 0.0882, 0.0185, 0.0075, 0.0666, 0.0707, 0.0704, 0.1082, 0.1069, 0.0853, 0.1201, 0.1113, 0.1155, 0.0807, 0.1183, 0.1217, 0.1256, 0.0927, 0.0916, 0.1128, 0.1059, 0.1039, 0.1047, 0.0930, 0.1693, 0.0989, 0.1025, 0.0740],
  "homo_lumo_gap_ha": 0.3078,
  "e_lumo_ev": 0.17,
  "e_above_lowest_ev": 0.066,
  "smiles": "CCCCCCn1c(SCC(=O)c2ccccc2)nc2c1c(=O)[nH]c(=O)n2C",
  "multiplicity": 1
}

{
  "formula": "C20H24N4O9STm",
  "method": "wB97M-V/def2-TZVPD",
  "species": ["Tm", "O", "C", "O", "C", "O", "C", "C", "O", "O", "H", "H", "H", "H", "H", "C", "C", "C", "C", "C", "C", "C", "C", "N", "H", "H", "H", "H", "H", "H", "C", "C", "S", "O", "O", "C", "C", "N", "C", "N", "C", "C", "N", "O", "O", "C", "H", "H", "H", "H", "H", "H", "H", "H", "H", "H", "H", "H", "H"],
  "coordinates": [[1.223, 0.249, 1.819], [4.977, -0.505, 3.241], [3.692, -0.394, 3.404], [2.862, -0.990, 2.712], [3.301, 0.413, 4.633], [2.171, 1.234, 4.402], [2.471, 2.528, 3.828], [2.367, 2.204, 2.352], [3.234, 1.434, 1.867], [1.250, 2.360, 1.782], [5.194, -1.050, 2.468], [3.007, -0.309, 5.395], [4.159, 0.984, 4.985], [1.682, 3.204, 4.138], [3.450, 2.889, 4.138], [-0.604, -0.424, 3.114], [-1.291, 0.777, 2.575], [-1.649, 1.880, 3.365], [-2.216, 3.006, 2.806], [-2.457, 3.071, 1.430], [-2.135, 1.982, 0.630], [-1.561, 0.855, 1.195], [-3.042, 4.237, 0.835], [-3.505, 5.166, 0.341], [-1.095, -1.324, 2.732], [-0.635, -0.440, 4.201], [-1.486, 1.835, 4.435], [-2.491, 3.845, 3.432], [-2.341, 2.008, -0.433], [-1.371, -0.006, 0.556], [-3.443, -0.814, -5.281], [-3.421, -0.677, -3.763], [-1.760, -0.748, -3.117], [-0.897, 0.051, -3.944], [-1.784, -0.484, -1.693], [-1.288, -2.487, -3.278], [0.225, -2.733, -3.115], [0.934, -1.815, -2.210], [0.766, -1.780, -0.877], [1.445, -0.768, -0.339], [2.050, -0.102, -1.378], [1.752, -0.739, -2.530], [2.223, -0.374, -3.843], [2.043, -1.150, -4.762], [2.756, 0.709, -3.920], [-0.069, -2.741, -0.111], [-4.458, -0.669, -5.647], [-3.110, -1.799, -5.609], [-2.800, -0.062, -5.733], [-3.987, -1.451, -3.242], [-3.778, 0.302, -3.439], [-1.597, -2.817, -4.269], [-1.870, -2.998, -2.512], [0.716, -2.660, -4.075], [0.368, -3.737, -2.721], [2.676, 0.763, -1.239], [0.051, -3.757, -0.484], [-1.124, -2.467, -0.186], [0.222, -2.718, 0.938]],
  "lowdin_charge": [1.5528, 0.2127, -0.4761, -0.0284, -0.0626, -0.1144, -0.0382, -0.6214, -0.0159, -0.0392, 0.1682, 0.1640, 0.1513, 0.1473, 0.1470, -0.2193, -0.3964, -0.0326, -0.0051, -0.2203, -0.0061, -0.1017, -0.1795, 0.1653, 0.0458, 0.0502, 0.1226, 0.1268, 0.1219, 0.0775, -0.1019, -0.2805, 0.6713, -0.2796, -0.3231, -0.1772, -0.0940, 0.0619, -0.3260, 0.0119, -0.0022, -0.1247, -0.3267, 0.0997, 0.1316, 0.0299, 0.0878, 0.0733, 0.0827, 0.1096, 0.1142, 0.1050, 0.1036, 0.1132, 0.1326, 0.1391, 0.0975, 0.0916, 0.0830],
  "homo_lumo_gap_ha": [0.2728, 0.2720],
  "e_lumo_ev": [-3.12, -3.12],
  "s2": 2.00,
  "e_above_lowest_ev": 0.561,
  "total_charge": 1,
  "multiplicity": 3
}

{
  "formula": "C20H24NO2",
  "method": "wB97M-V/def2-TZVPD",
  "species": ["C", "C", "C", "C", "N", "C", "H", "H", "H", "H", "H", "H", "H", "H", "H", "C", "O", "C", "C", "C", "C", "C", "C", "C", "C", "C", "O", "C", "C", "C", "C", "C", "H", "H", "H", "H", "H", "H", "H", "H", "H", "H", "H", "H", "H", "H", "H"],
  "coordinates": [[5.749, -0.380, -1.268], [4.907, 0.894, -1.120], [5.301, 1.595, 0.182], [5.260, 1.808, -2.299], [3.501, 0.592, -1.092], [2.345, 0.395, -0.911], [5.568, -0.871, -2.232], [6.814, -0.113, -1.233], [5.561, -1.091, -0.455], [4.751, 2.536, 0.299], [5.107, 0.948, 1.046], [6.373, 1.829, 0.168], [4.702, 2.750, -2.267], [6.330, 2.055, -2.255], [5.082, 1.310, -3.261], [-3.002, -6.014, 1.979], [-1.989, -5.516, 1.063], [-1.909, -4.252, 0.582], [-0.825, -3.974, -0.298], [-0.524, -2.686, -0.623], [-1.346, -1.585, -0.213], [-0.799, -0.285, -0.323], [-1.544, 0.913, -0.124], [-1.338, 2.033, -0.987], [-2.032, 3.198, -0.843], [-2.978, 3.341, 0.208], [-3.533, 4.567, 0.377], [-4.562, 4.870, 1.359], [-3.227, 2.241, 1.076], [-2.433, 1.103, 0.963], [-2.599, -1.939, 0.383], [-2.816, -3.205, 0.914], [-2.824, -7.087, 2.017], [-2.874, -5.593, 2.982], [-4.021, -5.831, 1.628], [-0.230, -4.805, -0.650], [0.355, -2.458, -1.222], [0.273, -0.177, -0.582], [-0.640, 1.909, -1.810], [-1.886, 4.038, -1.512], [-4.744, 5.933, 1.236], [-5.488, 4.319, 1.162], [-4.229, 4.668, 2.383], [-4.035, 2.330, 1.806], [-2.501, 0.333, 1.725], [-3.399, -1.206, 0.452], [-3.653, -3.442, 1.590]],
  "lowdin_charge": [-0.0452, -0.6428, -0.0445, -0.0448, 0.0245, 0.1267, 0.0893, 0.0942, 0.0886, 0.0906, 0.0903, 0.0932, 0.0891, 0.0942, 0.0896, -0.0192, -0.0500, -0.2090, 0.0246, 0.0090, -0.1825, 0.0900, -0.2035, -0.0049, 0.0187, -0.2294, -0.0661, -0.0298, 0.0180, -0.0179, 0.0186, 0.0288, 0.0993, 0.1027, 0.0972, 0.1306, 0.1291, 0.0296, 0.1240, 0.1294, 0.0957, 0.0992, 0.0965, 0.1152, 0.1174, 0.1204, 0.1256],
  "homo_lumo_gap_ha": 0.2390,
  "e_lumo_ev": -4.80,
  "e_above_lowest_ev": 3.801,
  "total_charge": 1,
  "multiplicity": 1
}

{
  "formula": "C20H24O2PSSiZn",
  "method": "wB97M-V/def2-TZVPD",
  "species": ["Zn", "O", "C", "O", "C", "C", "C", "C", "C", "C", "S", "H", "H", "H", "H", "C", "Si", "C", "C", "C", "C", "H", "H", "H", "H", "H", "H", "H", "H", "H", "C", "P", "C", "C", "C", "C", "C", "C", "C", "H", "H", "H", "H", "H", "H", "H", "H", "H", "H", "H"],
  "coordinates": [[0.542, 1.461, -0.167], [4.546, 1.091, 0.146], [3.507, 1.740, 0.194], [2.360, 1.183, 0.421], [3.582, 3.247, 0.042], [4.842, 3.795, 0.313], [5.089, 5.151, 0.253], [4.047, 6.005, -0.093], [2.801, 5.487, -0.375], [2.529, 4.105, -0.327], [0.886, 3.677, -0.790], [5.630, 3.103, 0.574], [6.078, 5.536, 0.471], [4.209, 7.076, -0.145], [1.985, 6.144, -0.648], [-4.705, -1.441, 0.295], [-4.298, 0.376, 0.085], [-5.091, 1.338, 1.484], [-5.016, 0.961, -1.545], [-2.508, 0.674, 0.078], [-1.312, 0.912, 0.042], [-5.788, -1.597, 0.289], [-4.311, -1.829, 1.238], [-4.271, -2.032, -0.516], [-6.179, 1.224, 1.489], [-4.858, 2.402, 1.386], [-4.708, 1.002, 2.452], [-6.106, 0.866, -1.567], [-4.605, 0.379, -2.375], [-4.758, 2.009, -1.716], [3.062, -2.034, -0.161], [1.324, -1.438, -0.056], [1.133, -1.313, 1.766], [0.473, -3.054, -0.369], [-0.368, -3.693, 0.541], [-1.002, -4.889, 0.216], [-0.812, -5.469, -1.028], [0.009, -4.835, -1.955], [0.631, -3.640, -1.629], [3.233, -2.486, -1.137], [3.254, -2.778, 0.615], [3.733, -1.180, -0.041], [1.413, -2.245, 2.260], [0.103, -1.048, 2.010], [1.788, -0.511, 2.106], [-0.541, -3.257, 1.517], [-1.651, -5.366, 0.942], [-1.308, -6.398, -1.282], [0.155, -5.270, -2.937], [1.251, -3.145, -2.370]],
  "lowdin_charge": [0.4287, 0.0154, -0.5870, -0.2386, -0.1470, -0.0477, -0.1120, -0.1153, -0.1611, -0.6197, 0.5579, 0.1059, 0.0877, 0.0912, 0.0798, -0.1978, 0.3840, -0.1995, -0.1979, -0.2476, -0.2025, 0.0229, 0.0247, 0.0271, 0.0226, 0.0285, 0.0262, 0.0227, 0.0276, 0.0289, -0.2613, 0.9058, -0.2962, -0.3721, -0.0978, -0.1010, -0.1128, -0.1031, -0.1192, 0.0265, 0.0422, 0.0157, 0.0394, 0.0275, 0.0317, 0.0865, 0.0956, 0.0925, 0.0953, 0.0968],
  "homo_lumo_gap_ha": 0.2659,
  "e_lumo_ev": 2.71,
  "total_charge": -1,
  "multiplicity": 1
}